Record 1
60
Properties=species:S:1:pos:R:3:mulliken_charge:R:1 method="wB97M-V/def2-TZVPD" max_force_ev_per_a=3.87 orbital_gap_ev="5.48 / 5.91" total_energy_ha=-3836.36822 multiplicity=2 s_squared=0.769 total_charge=+1 lumo_ha="-0.2222 / -0.2054"
Re -0.14641 0.35936 0.38305 0.1091
I -0.42268 -1.07868 -3.01886 0.0495
Se -0.77257 2.61841 0.98976 -0.0167
N 0.58432 4.11888 -1.17105 -0.4301
N -1.45118 -1.28677 0.17437 0.5570
N 1.10072 -1.24918 0.76069 1.8878
C 0.43037 -3.01966 3.82245 -1.3709
C -3.95487 0.21170 1.27747 -1.3237
C 3.06027 1.35617 -0.24266 -0.9690
C -3.83274 -0.49528 -0.08531 2.2928
C -0.02660 0.62695 -1.78754 -1.4603
C 3.54322 -0.79009 0.87826 0.4272
C 4.72845 -1.59172 2.82738 -1.2855
C -3.46986 0.52828 -1.17068 -1.0833
C 3.65191 -0.04581 -0.43308 0.6878
C 0.03358 3.54102 -0.34692 0.2988
C 1.07055 -1.63164 3.71407 0.2334
C 0.56789 -2.44899 0.59205 -0.4796
C 2.32505 -1.18459 1.47391 -0.1288
C -1.72408 -3.55061 0.11988 -1.6565
C -0.78142 -2.50667 0.25157 0.4165
C 2.31121 -1.57592 2.83390 0.0573
C 3.52526 -1.80528 3.47072 -0.7308
C 3.11037 -0.80392 -1.64166 -1.4252
C 4.72466 -1.02223 1.56835 -0.9872
C -2.76593 -1.54554 0.00964 -0.6628
C -2.95396 -2.94651 -0.02113 -0.6223
C 0.00870 -0.56691 3.40808 -1.1319
C -5.18364 -1.11183 -0.45348 -2.2634
H 4.71778 0.10344 -0.62560 0.6569
H 1.44323 -1.40168 4.71906 0.7336
H 2.92622 1.87367 -1.18982 0.4209
H -1.51821 -4.60297 0.16596 0.5708
H 3.52179 -2.15151 4.49254 0.5124
H 3.71955 1.95509 0.38090 0.4340
H -2.62237 1.13302 -0.85378 -0.0204
H -4.60490 1.07658 1.16644 0.4163
H 2.07937 -1.10830 -1.50078 -0.1235
H 1.14999 -3.74530 4.19151 0.3774
H -0.67844 -0.88118 2.61405 0.1428
H -3.23306 0.02588 -2.10493 0.2609
H 1.15812 -3.34486 0.74413 0.5775
H -3.89554 -3.44354 -0.13066 0.6590
H -5.92078 -0.32319 -0.57990 0.4455
H -0.70457 1.41424 -2.11962 0.6604
H 5.66334 -0.76452 1.10105 0.4494
H -4.38836 -0.46479 2.01137 0.4128
H -5.54190 -1.78570 0.31903 0.4433
H 0.47683 0.39454 3.16843 0.1996
H 2.08441 1.31997 0.27610 -0.2270
H 3.70908 -1.69510 -1.81208 0.3613
H -5.10947 -1.64632 -1.39627 0.4562
H 0.99642 0.93217 -2.01396 0.5626
H -0.38755 -2.97755 4.53862 0.4378
H -2.98107 0.54633 1.65072 0.0530
H 0.03433 -3.37182 2.87422 0.2150
H 3.18747 -0.18285 -2.53196 0.4924
H -0.60699 -0.40754 4.29157 0.5172
H 5.66759 -1.79401 3.31550 0.4044
H -4.31228 1.19156 -1.34715 0.5083

---

Record 2
69
Properties=species:S:1:pos:R:3:mulliken_charge:R:1 method="wB97M-V/def2-TZVPD" max_force_ev_per_a=1.29 orbital_gap_ev="5.24 / 4.78" total_energy_ha=-9483.86543 multiplicity=5 s_squared=6.029 lumo_ha="-0.0215 / -0.0637"
Pt -0.29438 -0.18472 0.46100 3.2913
Te 1.33728 -3.87915 1.62943 0.0251
Te -0.61611 -4.34753 -0.23072 -0.0944
Se -1.65759 0.43135 2.42326 -0.4302
Se 1.53876 -1.44472 1.70195 -0.3475
Se -1.75923 -2.18894 -0.41406 -0.4089
P 1.58273 -0.12560 -3.04275 -1.4850
O 0.95098 -0.15174 -1.70357 -0.2880
N 0.95246 -1.22807 -4.08748 0.4266
N 1.43586 1.33021 -3.90165 -0.0825
N 3.26030 -0.40753 -3.10506 -0.0055
N -1.41794 1.28509 -0.71456 -0.3048
N 0.95332 1.75525 0.61546 0.0074
C 1.03807 3.67435 -3.92334 -0.9572
C 2.09645 1.96904 1.22675 -0.1823
C -3.06424 3.40893 -1.44420 -0.8244
C 4.08008 0.31662 -2.14610 -0.6326
C -0.99876 2.55798 -0.52032 -0.2265
C -0.29557 2.96050 -4.11211 0.3119
C -0.37825 -2.87306 -5.09857 -0.7042
C 2.68179 3.23166 1.32110 -1.0615
C -0.03494 5.20194 -0.27591 -1.0754
C 1.91233 2.57980 -3.31474 0.2080
C 0.96734 -2.80107 -5.82365 -0.6891
C 3.65763 -1.79419 -2.89859 -0.7564
C 2.01115 4.31417 0.79635 -0.9074
C 4.12608 -0.55939 -0.88385 0.0409
C -0.06700 -2.21397 -3.75785 0.2892
C 0.14313 1.56693 -4.54940 -0.6586
C -2.62592 1.07668 -1.21622 -0.2569
C 1.45291 -1.40494 -5.44108 -0.5786
C -1.27461 4.98233 -0.77398 -0.8830
C 0.76168 4.12367 0.19363 1.6695
C -1.79334 3.66352 -0.90953 1.3861
C 3.79037 -1.96924 -1.38252 -0.3563
C 0.26949 2.79601 0.09386 -0.6180
C -3.48805 2.10067 -1.58018 -0.9009
H 2.94166 -2.48209 -3.34456 0.2576
H -0.58913 0.80455 -4.27626 0.3258
H 2.58222 1.10765 1.67828 0.3642
H 0.87462 -2.92885 -6.90158 0.3931
H -4.45786 1.86636 -1.99271 0.4454
H 1.64281 -3.56644 -5.43308 0.2795
H -2.92650 0.04179 -1.34520 0.1458
H 4.63253 -1.93291 -3.38295 0.3351
H 2.84218 -2.30431 -0.95536 -0.1211
H -0.94101 -1.74232 -3.30233 -0.0622
H -1.12051 -2.28646 -5.64311 0.3009
H 3.63664 3.34107 1.80790 0.4751
H 3.67375 1.30493 -1.94461 0.2652
H -1.89857 5.80541 -1.09046 0.4298
H 5.10027 -0.51400 -0.40244 0.6062
H 2.96635 2.72248 -3.56199 0.3715
H 0.36708 6.20084 -0.19819 0.4092
H -0.93776 3.44479 -4.84617 0.5829
H 3.37289 -0.22088 -0.17242 -0.4572
H 1.79791 2.57464 -2.22147 -0.3077
H 1.43857 3.98341 -4.88959 0.3425
H 2.42133 5.31108 0.86141 0.4443
H 2.53776 -1.29804 -5.46469 0.3406
H 0.28446 1.54319 -5.63770 0.2989
H -3.68581 4.23362 -1.75654 0.4422
H 4.56063 -2.69278 -1.12399 0.4385
H 0.96226 4.54601 -3.27559 0.4172
H 5.08270 0.42498 -2.58032 0.3494
H 1.01690 -0.65577 -6.11445 0.2705
H -0.74842 -3.88965 -4.98214 0.3712
H -0.82307 2.90610 -3.16116 -0.6100
H 0.31586 -2.96121 -3.04770 -0.0846

---

Record 3
22
Properties=species:S:1:pos:R:3:mulliken_charge:R:1 method="wB97M-V/def2-TZVPD" e_above_lowest_kj_mol=520.1 max_force_ev_per_a=4.38 orbital_gap_ev="7.19 / 6.57" total_energy_ha=-820.09233 multiplicity=1 lumo_ha="-0.0413 / -0.0307"
P 2.11712 1.27542 -1.43767 -0.0285
O 1.38162 -0.58435 0.31706 -0.2321
N -1.49304 1.38197 -0.02934 0.0563
C -3.20168 0.88358 1.40158 -0.5207
C -1.80163 0.04883 -0.17678 -0.5786
C 1.76686 -0.41445 -0.92796 0.1326
C -2.42208 1.90741 0.81268 -0.2172
C 1.49097 -1.59536 -1.69775 -0.4289
C -2.82175 -0.22332 0.70584 -0.3172
C 1.07839 -1.85799 0.43131 -0.4718
C 1.09399 -2.54004 -0.75871 -0.2116
C 2.18213 2.03083 0.24952 -0.8828
H 0.91521 -3.65597 -0.92797 0.3252
H -0.80888 1.81819 -0.58076 0.1887
H 0.89795 -2.20182 1.41346 0.4444
H 1.63731 -1.85702 -2.71019 0.5077
H -1.20309 -0.67476 -0.61016 0.5784
H -4.12480 1.00415 1.90919 0.4081
H 2.33062 3.11570 0.12764 0.3030
H 1.26384 1.81350 0.77531 0.2418
H -3.21685 -1.22552 0.80590 0.3996
H 2.93777 1.55102 0.90781 0.3036

---

Record 4
17
Properties=species:S:1:pos:R:3:mulliken_charge:R:1 method="wB97M-V/def2-TZVPD" e_above_lowest_kj_mol=337.2 max_force_ev_per_a=8.46 smiles=C1C2C[C@H]3[C@@H]1[C@H]3C2 orbital_gap_ev=10.25 total_energy_ha=-272.58957 multiplicity=1 lumo_ha=0.0408
C -0.49916 1.33122 0.21159 -0.6108
C -0.77517 -0.72561 -0.87245 -1.1272
C 0.72839 0.93414 -0.28689 -0.3161
C 1.34672 -0.30668 0.34151 -0.4290
C 0.69983 -0.38715 -1.10083 -0.6894
C -0.95655 -0.14856 0.38829 -0.1374
C 0.16637 -0.88518 1.22872 -0.8958
H -0.14514 2.03213 1.15237 0.2548
H 0.19484 -0.44323 2.18261 0.4024
H 0.03688 -1.90889 1.09289 0.4270
H -1.33272 -0.37572 -1.69637 0.4507
H 1.51168 1.67214 -0.62284 0.3894
H -1.06366 -1.68162 -0.91377 0.5208
H 1.14939 -0.60584 -1.94165 0.5823
H -1.28828 1.93663 -0.15938 0.3939
H 2.34803 -0.33621 0.49538 0.5281
H -2.12146 -0.10157 0.50082 0.2562

---

Record 5
16
Properties=species:S:1:pos:R:3:mulliken_charge:R:1 method="wB97M-V/def2-TZVPD" e_above_lowest_kj_mol=417.4 max_force_ev_per_a=5.60 smiles="O=CN1CC=CCN1" orbital_gap_ev=9.72 total_energy_ha=-379.92921 multiplicity=1 lumo_ha=0.0305
O 0.59064 -1.09343 -2.64097 -0.5578
N 0.12521 0.70026 -1.10431 -0.2885
N -0.66019 -0.49897 -0.84752 -0.0104
C -0.34605 0.06088 1.60948 -0.2614
C 1.21588 1.13008 -0.07695 -0.2845
C -0.09356 -1.49004 -1.63248 0.1293
C 0.80852 0.72552 1.35602 -0.4390
C -1.19567 -0.61193 0.45176 -0.9372
H 1.18880 1.38097 2.17502 0.2989
H -0.52114 1.36992 -1.33263 0.1992
H -0.56173 -2.39792 -1.31517 0.3059
H 2.25010 0.54594 -0.06179 0.2166
H 1.58420 2.25694 -0.18802 0.3416
H -2.13738 -0.25191 0.39998 0.4474
H -0.77052 -0.21345 2.55403 0.3776
H -1.47710 -1.61288 0.65352 0.4622